Record 1
Below is C40H35N6O2ReSb2Se as an isolated structure, with properties calculated with ωB97M-V/def2-TZVPD.

```
! RIJCOSX wB97M-V def2-TZVPD def2/J DEFGRID3
* xyz 3 2
Re 0.9444 -0.4291 1.2106
Se 0.8621 -5.5540 6.8796
N 0.1193 -3.9508 6.6941
C 0.4041 -3.5504 5.4824
C -0.0451 -2.2660 4.9369
C -0.8821 -1.3773 5.6150
C -1.2676 -0.2070 4.9920
C -0.7872 0.0811 3.7232
N 0.0175 -0.7614 3.0598
C 0.3634 -1.9296 3.6607
C 1.1539 -2.8338 2.8496
N 1.4365 -2.3884 1.5988
C 2.0491 -3.2235 0.7475
C 2.4423 -4.4986 1.1251
C 2.2119 -4.9268 2.4180
C 1.5403 -4.0818 3.3038
C 1.1849 -4.4437 4.6794
N 1.5370 -5.5734 5.2363
H -1.2195 -1.6246 6.6143
H -1.9236 0.4994 5.4806
H -1.0388 1.0045 3.2221
H 2.2028 -2.8575 -0.2603
H 2.9258 -5.1381 0.4001
H 2.5263 -5.9077 2.7535
C -1.6945 0.7979 -2.5216
C -2.9775 0.9983 -1.7157
C -2.7473 1.4156 -0.2553
Sb -1.9329 3.3609 -0.3562
C -0.7683 3.7913 1.3257
C 0.1570 2.9021 1.8751
C 0.9422 3.2771 2.9532
C 0.8215 4.5565 3.4859
C -0.0852 5.4518 2.9394
C -0.8759 5.0751 1.8591
C -3.4824 4.7236 -0.4142
C -3.7568 5.3652 -1.6214
C -4.7926 6.2891 -1.6729
C -5.5299 6.5691 -0.5311
C -5.2484 5.9279 0.6704
C -4.2191 5.0005 0.7392
Sb -0.4559 2.5412 -2.6268
C 1.1883 3.7296 -2.0282
C 0.8603 4.9870 -1.5317
C 1.8627 5.8856 -1.1883
C 3.1937 5.5304 -1.3457
C 3.5211 4.2919 -1.8810
C 2.5250 3.3880 -2.2320
C -1.0136 3.4445 -4.4061
C -2.1994 3.0600 -5.0413
C -2.5672 3.6852 -6.2218
C -1.7543 4.6747 -6.7643
C -0.5773 5.0522 -6.1320
C -0.1999 4.4429 -4.9441
H -1.9063 0.5794 -3.5680
H -1.0743 0.0047 -2.1206
H -3.5212 0.0507 -1.7364
H -3.6342 1.7199 -2.2132
H -2.0369 0.7537 0.2419
H -3.6751 1.4383 0.3126
H 0.2787 1.8936 1.4722
H 1.6525 2.5780 3.3784
H 1.4356 4.8531 4.3261
H -0.1816 6.4475 3.3526
H -1.5793 5.7885 1.4450
H -3.1806 5.1535 -2.5157
H -5.0208 6.7913 -2.6035
H -6.3309 7.2955 -0.5748
H -5.8325 6.1505 1.5535
H -4.0084 4.5020 1.6786
H -0.1710 5.3139 -1.4477
H 1.5999 6.8659 -0.8115
H 3.9757 6.2293 -1.0794
H 4.5585 4.0337 -2.0522
H 2.7988 2.4579 -2.7051
H -2.8376 2.2860 -4.6332
H -3.4820 3.3984 -6.7232
H -2.0398 5.1521 -7.6926
H 0.0489 5.8209 -6.5649
H 0.7189 4.7409 -4.4555
N 2.8711 -0.2041 0.1849
N 2.6211 -0.1049 -1.2050
C 1.4491 0.5163 -1.5145
O 1.2246 0.8797 -2.6858
O 0.6354 0.6840 -0.5297
H 3.3662 0.6256 0.5161
H 3.4701 -1.0076 0.3556
H 3.3924 -0.1035 -1.8580
*
```

Output
E, Eh: -4983.50463
F_max, hartree/bohr: 0.012
HOMO-LUMO gap (spin up / spin down), hartree: 0.2619 / 0.2492
Highest occupied orbital energy (spin up / spin down), eV: -15.703 / -15.400

=====

Record 2
Below is C40H36AuBrIN3O3PSe2 as an isolated structure, with properties calculated with ωB97M-V/def2-TZVPD.

```
! RIJCOSX wB97M-V def2-TZVPD def2/J DEFGRID3
* xyz 1 1
Au 0.6903 1.5760 -0.4376
Se 1.6359 3.7955 -0.5078
P -0.3914 4.5184 0.0026
Se -1.5796 2.7165 -0.3507
C -0.4321 5.0482 1.7244
C -0.0020 4.1556 2.7069
C -0.0353 4.5273 4.0372
C -0.5000 5.7885 4.3959
C -0.9259 6.6767 3.4225
C -0.8933 6.3109 2.0828
C -0.8914 5.9159 -1.0041
C -2.2493 6.2257 -1.0781
C -2.6644 7.3103 -1.8314
C -1.7288 8.0785 -2.5137
C -0.3802 7.7627 -2.4483
C 0.0435 6.6770 -1.6957
H 0.3639 3.1743 2.4282
H 0.3038 3.8364 4.7973
H -0.5245 6.0775 5.4382
H -1.2816 7.6601 3.6984
H -1.2163 7.0153 1.3282
H -2.9795 5.6170 -0.5567
H -3.7168 7.5523 -1.8921
H -2.0560 8.9229 -3.1056
H 0.3447 8.3563 -2.9884
H 1.0957 6.4243 -1.6568
C -3.2861 -3.6583 3.4313
O -2.2569 -3.1905 2.5715
C -2.3007 -3.5848 1.2669
C -3.2541 -4.4277 0.7197
C -3.1787 -4.7660 -0.6284
C -2.1440 -4.2942 -1.4149
C -1.1771 -3.4645 -0.8622
C -1.2704 -3.0826 0.4624
N -0.3314 -2.2370 1.0951
C 0.3115 -1.1352 0.6398
N 1.4492 -0.8366 1.3436
C 2.5874 -0.2379 0.7419
C 2.5295 0.7360 -0.2366
C 3.6873 1.1469 -0.8875
C 4.9070 0.6098 -0.5201
C 4.9875 -0.3336 0.4981
C 3.8319 -0.7625 1.1252
O 3.7772 -1.7255 2.0869
C 5.0112 -2.2379 2.5765
N -0.0581 -0.3555 -0.3473
C -1.2638 -0.5111 -1.0932
C -1.1853 -0.5808 -2.4745
C -2.3326 -0.7055 -3.2405
C -3.5656 -0.7504 -2.6096
C -3.6616 -0.6496 -1.2284
C -2.5118 -0.5120 -0.4596
O -2.4947 -0.3891 0.8900
C -3.7407 -0.3702 1.5659
H -3.2527 -4.7451 3.5294
H -4.2693 -3.3555 3.0645
H -3.1029 -3.2007 4.3988
H -4.0532 -4.8236 1.3292
H -3.9303 -5.4186 -1.0516
H -2.0724 -4.5741 -2.4569
H -0.3451 -3.1205 -1.4612
H -0.1941 -2.4396 2.0748
H 1.7293 -1.5624 1.9884
H 3.6379 1.8919 -1.6715
H 5.8102 0.9275 -1.0235
H 5.9474 -0.7452 0.7723
H 5.6449 -1.4320 2.9496
H 5.5372 -2.7920 1.7968
H 4.7569 -2.9077 3.3921
H -0.2057 -0.5611 -2.9379
H -2.2611 -0.7717 -4.3171
H -4.4705 -0.8569 -3.1930
H -4.6325 -0.6773 -0.7563
H -3.5080 -0.2369 2.6183
H -4.2743 -1.3141 1.4250
H -4.3632 0.4588 1.2216
Br 2.7912 -3.9067 -5.2089
C 3.0594 -4.9211 -3.6386
C 3.3242 -6.2775 -3.7796
C 3.5206 -7.0663 -2.6593
C 3.4525 -6.5036 -1.3931
C 3.1902 -5.1515 -1.2519
C 2.9946 -4.3522 -2.3732
I 2.6044 -2.3271 -2.0643
H 3.3737 -6.7065 -4.7705
H 3.7264 -8.1213 -2.7789
H 3.6032 -7.1159 -0.5142
H 3.1355 -4.7069 -0.2670
*
```

Output
E, Eh: -10087.32467
F_max, hartree/bohr: 0.006
HOMO-LUMO gap, hartree: 0.2723
Highest occupied orbital energy, eV: -10.331

=====

Record 3
Below is C40H36BaN2O7PSbTe as an isolated structure at a distorted geometry, with properties calculated with ωB97M-V/def2-TZVPD.

```
! RIJCOSX wB97M-V def2-TZVPD def2/J DEFGRID3
* xyz -2 1
Ba 0.1764 -0.2594 -0.8367
O 1.1751 -2.4431 1.8059
C 0.9069 -1.4082 1.2287
O 1.6968 -0.7461 0.4632
C -0.5277 -0.8567 1.4379
C -1.3396 -1.5965 2.2781
C -2.6010 -1.1102 2.5921
C -2.9663 0.1401 2.1451
C -2.0920 0.8527 1.3355
N -0.9317 0.3140 0.9071
C -2.3615 2.3530 1.1274
O -3.5443 2.7199 1.2109
O -1.3200 3.0319 0.9224
H -0.9538 -2.5225 2.6734
H -3.2683 -1.6927 3.2157
H -3.9018 0.6120 2.4097
C 4.8854 0.1901 -3.4338
C 5.3261 -1.0207 -2.9169
C 4.4174 -2.0393 -2.7148
C 3.0667 -1.8563 -3.0518
N 2.6457 -0.6717 -3.5267
C 3.5348 0.3078 -3.7067
C 2.0801 -2.9730 -2.9151
C 2.5489 -4.2639 -3.1970
C 1.6922 -5.3539 -3.1074
C 0.3629 -5.1247 -2.7465
C -0.0661 -3.8314 -2.4740
C 0.7496 -2.6813 -2.5278
H 5.5637 1.0187 -3.6013
H 6.3710 -1.1613 -2.6635
H 4.7315 -2.9795 -2.2790
H 3.1330 1.2357 -4.1076
H 3.5889 -4.4261 -3.4948
H 2.0513 -6.3591 -3.3119
H -0.3321 -5.9652 -2.6774
H -1.1194 -3.7004 -2.2101
C 2.3163 6.6908 1.8063
C 1.2823 6.0833 2.5069
C 0.9598 4.7436 2.2785
C 1.6658 3.9633 1.3457
C 2.6938 4.6162 0.6355
C 3.0228 5.9520 0.8655
Sb 1.2468 1.8625 0.8129
C 3.4610 1.5834 1.0534
C 4.1663 2.0676 2.1751
C 5.5438 1.9031 2.3056
C 6.2676 1.2680 1.3006
C 5.6034 0.7989 0.1787
C 4.2192 0.9484 0.0658
C 1.0015 1.3016 2.9344
C 1.8813 0.4188 3.5827
C 1.6827 0.0258 4.9050
C 0.6114 0.5223 5.6332
C -0.2674 1.4088 5.0243
C -0.0805 1.7836 3.6945
H 2.5635 7.7295 1.9846
H 0.7125 6.6553 3.2295
H 0.1414 4.3155 2.8292
H 3.2658 4.0642 -0.1005
H 3.8288 6.4133 0.3093
H 3.6311 2.5825 2.9609
H 6.0518 2.2679 3.1886
H 7.3400 1.1506 1.3887
H 6.1558 0.3068 -0.6098
H 3.7278 0.5391 -0.8064
H 2.7226 0.0061 3.0441
H 2.3644 -0.6863 5.3558
H 0.4585 0.2166 6.6614
H -1.1137 1.8004 5.5748
H -0.8081 2.4349 3.2356
C -4.9755 -0.8842 -4.2025
C -4.7164 -0.8163 -2.7102
O -4.0139 0.3868 -2.3527
P -2.4154 0.3302 -2.1043
O -2.1135 -0.8078 -1.1643
Te -1.1315 0.1631 -4.0959
O -2.1261 1.7567 -1.4391
C -2.2386 3.0137 -2.1566
C -3.6462 3.5584 -2.0809
H -5.6072 -1.7497 -4.4346
H -4.0367 -0.9607 -4.7454
H -5.4837 0.0279 -4.5333
H -4.1483 -1.6782 -2.3648
H -5.6553 -0.7792 -2.1604
H -1.9093 2.8549 -3.1762
H -1.5464 3.6766 -1.6442
H -4.3448 2.9144 -2.6198
H -3.6569 4.5575 -2.5307
H -3.9604 3.6293 -1.0376
*
```

Output
E, Eh: -3057.19453
F_max, hartree/bohr: 0.294
HOMO-LUMO gap, hartree: 0.1986
Highest occupied orbital energy, eV: -1.240